w | Below is CH5N3 in the gas phase, with properties calculated with the ωB97M-V functional and the def2-TZVPD basis.

Summary:
HOMO   -8.73 eV
Structure (SMILES)   N=C(N)N

The geometry in ORCA input format:
```
! RIJCOSX wB97M-V def2-TZVPD def2/J DEFGRID3
* xyz 0 1
N -0.026 1.606 -0.080
C -0.047 0.315 -0.026
N 1.019 -0.559 -0.011
N -1.290 -0.325 -0.047
H 0.895 1.921 0.212
H 1.978 -0.262 -0.203
H 0.898 -1.587 0.142
H -1.313 -1.332 -0.248
H -2.115 0.224 0.262
*
```

natural (NBO) population analysis, charges in e, atoms 1 to 8: -0.785 0.575 -0.859 -0.854 0.326 0.402 0.392 0.384


x | Below is CH5N3 in the gas phase, with properties calculated with the ωB97M-V functional and the def2-TZVPD basis.

Summary:
HOMO   -8.85 eV
Structure (SMILES)   N=C(N)N

The geometry in ORCA input format:
```
! RIJCOSX wB97M-V def2-TZVPD def2/J DEFGRID3
* xyz 0 1
N -0.062 0.227 1.378
C -0.054 -0.019 0.130
N 1.101 -0.618 -0.481
N -0.910 0.505 -0.829
H -1.012 0.299 1.740
H 0.909 -1.606 -0.545
H 1.860 -0.359 0.134
H -1.904 0.404 -0.701
H -0.550 0.388 -1.762
*
```

natural (NBO) population analysis, charges in e, atoms 1 to 8: -0.754 0.577 -0.879 -0.837 0.343 0.380 0.388 0.386


Most stable: w